(1)
Formula: C39H111BIN3O19P
Source: the Open Molecules 2025 dataset
Level of theory: ωB97M-V/def2-TZVPD

```
! wB97M-V def2-TZVPD RIJCOSX def2/J DEFGRID3
* xyz 1 1
C -0.55029 -2.85161 2.98933
O 0.30181 -1.83892 3.46122
C 1.41763 -1.56013 2.64971
C 1.32153 -0.18768 2.00179
C 0.01330 0.07193 1.27444
C -0.23792 -0.84963 0.05975
C 0.59942 -0.38020 -1.13327
N 1.23593 -1.43294 -1.99343
C 0.39680 -2.61140 -2.24257
C 0.87576 -3.45725 -3.43457
C 0.71293 -4.95450 -3.18067
O 0.14499 -3.07800 -4.60324
C 2.54013 -1.69270 -1.61462
N 2.84823 -2.41503 -0.45573
P 3.21558 -4.07657 -0.54873
O 4.53194 -4.39353 0.01544
N 3.45998 -1.17751 -2.36075
I 5.49450 -1.38930 -2.04415
B 2.98669 -0.31300 -3.53792
O 3.20270 -0.75283 -4.80275
O 2.39409 0.83699 -3.21373
C 1.38167 1.34131 -4.10634
H -1.10657 -3.23128 3.84370
H -1.28709 -2.45934 2.28370
H -0.00608 -3.69731 2.56537
H 1.51085 -2.32157 1.86831
H 2.32887 -1.63062 3.24537
H 2.16016 -0.04671 1.31352
H 1.44166 0.55892 2.78613
H 0.00612 1.09647 0.89756
H -0.82731 0.00353 1.96027
H -0.01295 -1.86515 0.36843
H -1.28256 -0.73118 -0.20998
H -0.02550 0.19703 -1.80987
H 1.39225 0.29186 -0.80937
H 0.30796 -3.24470 -1.35370
H -0.59494 -2.22299 -2.45564
H 1.90027 -3.20148 -3.69980
H 0.79412 -5.21741 -2.12732
H 1.44841 -5.53362 -3.72903
H -0.28341 -5.25284 -3.49755
H -0.77686 -3.27404 -4.42877
H 3.55144 -1.94417 0.10932
H 2.18272 -4.75205 0.10884
H 3.16901 -4.38139 -1.91741
H 3.97264 -1.32019 -4.89216
H 1.80449 2.13932 -4.70914
H 0.94889 0.57209 -4.73897
H 0.59218 1.77015 -3.49862
C -0.32200 4.53433 -0.58299
C 0.14601 3.35936 -1.41193
O -0.92233 2.45481 -1.72380
H -0.76919 4.17330 0.34295
H 0.50802 5.19662 -0.33636
H -1.07643 5.11381 -1.12102
H 0.88271 2.77648 -0.85874
H 0.60940 3.69757 -2.34547
H -1.58440 2.94504 -2.22059
C -4.75404 -2.05033 1.57943
C -4.97484 -3.03540 0.45103
O -3.74098 -3.60433 -0.01105
H -4.08821 -1.25209 1.24781
H -5.69550 -1.60864 1.90482
H -4.28474 -2.53723 2.43916
H -5.42255 -2.53018 -0.40002
H -5.64719 -3.84268 0.76097
H -3.33864 -4.07799 0.72227
C -2.78692 4.26533 3.48785
C -2.13606 2.98853 2.99988
O -0.76141 3.18821 2.66380
H -2.70760 5.04767 2.73087
H -3.84415 4.12342 3.72999
H -2.27760 4.62771 4.38351
H -2.61978 2.62441 2.09288
H -2.21502 2.20644 3.76371
H -0.30654 3.50772 3.45139
C 2.11084 2.05641 -7.93745
C 1.70107 3.48698 -8.22688
O 1.91619 4.33627 -7.10006
H 1.55479 1.67149 -7.08318
H 1.91818 1.41140 -8.79455
H 3.17497 1.99901 -7.69142
H 0.63708 3.53965 -8.44876
H 2.24699 3.87756 -9.09138
H 2.85593 4.32662 -6.89884
C -9.61783 -2.90589 -1.59393
C -8.23729 -2.28991 -1.46902
O -7.90737 -2.00031 -0.10570
H -10.37482 -2.23723 -1.18319
H -9.86172 -3.11123 -2.63710
H -9.67187 -3.84579 -1.03854
H -8.19117 -1.34448 -2.00774
H -7.48256 -2.96303 -1.88012
H -7.93422 -2.83412 0.37188
C -0.13399 5.32364 8.08713
C -0.43194 5.10336 6.61841
O 0.75497 4.85944 5.85533
H 0.54145 6.17262 8.20312
H -1.04976 5.52219 8.64555
H 0.34513 4.43947 8.51788
H -0.89756 5.98666 6.18388
H -1.11721 4.25766 6.48532
H 1.17772 4.07813 6.22257
C 7.38584 -7.37722 1.35668
C 5.96693 -7.82082 1.05448
O 5.00552 -7.03155 1.74469
H 7.58906 -7.43108 2.42665
H 8.11167 -7.99819 0.82912
H 7.52783 -6.33887 1.04525
H 5.80559 -8.84975 1.37150
H 5.78306 -7.76440 -0.02510
H 5.12417 -6.11847 1.46123
C -7.97752 4.17640 2.26467
C -6.57490 4.67174 2.56559
O -6.11163 4.18753 3.82639
H -8.66428 4.48315 3.05416
H -8.34040 4.56775 1.31350
H -7.99530 3.08523 2.21887
H -6.55388 5.75730 2.62862
H -5.87715 4.36716 1.77733
H -6.11555 3.22635 3.79347
C 3.02307 9.72344 9.04366
C 2.56683 8.29570 8.81139
O 1.40499 8.23003 7.98606
H 2.22451 10.30661 9.50197
H 3.89735 9.75443 9.69477
H 3.28383 10.20409 8.09797
H 2.29260 7.82414 9.75403
H 3.37182 7.70644 8.35909
H 1.62170 8.62741 7.13792
C -6.81265 -6.77226 -3.05527
C -6.42588 -5.51565 -3.81166
O -6.15097 -4.42519 -2.93201
H -7.68722 -6.58523 -2.43171
H -7.04123 -7.58836 -3.74125
H -6.00023 -7.09418 -2.39922
H -7.24252 -5.18749 -4.45214
H -5.55313 -5.70576 -4.44505
H -5.42050 -4.68200 -2.35966
C -8.71523 7.95538 3.33732
C -8.40646 8.27066 4.78914
O -8.64595 7.15383 5.64011
H -9.75334 7.64059 3.22796
H -8.54251 8.82214 2.69769
H -8.08750 7.13524 2.98649
H -9.04615 9.07342 5.15124
H -7.36477 8.59284 4.89649
H -8.07466 6.43337 5.35623
C 10.52472 -1.81928 -2.18788
C 9.12333 -2.25770 -2.55063
O 8.14146 -1.57721 -1.74102
H 10.72486 -2.01305 -1.13447
H 11.25968 -2.35444 -2.78758
H 10.65545 -0.74867 -2.36079
H 8.98417 -3.31925 -2.35942
H 8.91642 -2.06960 -3.60751
H 8.25433 -0.62981 -1.88368
C 10.04149 -4.41464 1.69701
C 10.60723 -5.79811 1.96597
O 11.95947 -5.91178 1.53485
H 10.10430 -4.18262 0.63239
H 8.99822 -4.34716 2.01002
H 10.60980 -3.65281 2.23554
H 10.04830 -6.54933 1.41318
H 10.53721 -6.03923 3.03183
H 12.48314 -5.26895 2.02089
C 0.57557 -1.39165 -7.91075
C -0.69749 -1.28745 -8.72956
O -0.71186 -0.12584 -9.55466
H 0.69875 -0.50795 -7.28492
H 0.56172 -2.27382 -7.26860
H 1.45025 -1.45385 -8.56352
H -1.56572 -1.20454 -8.07751
H -0.82638 -2.17881 -9.35247
H 0.03153 -0.18415 -10.16112
*
```

Summary:
Energy relative to the best compared isomer or geometry (same formula, charge and spin) = 0.00 kJ/mol
Highest occupied orbital energy = -11.147 eV


(2)
Formula: C39H24F2N8O2RuS
Source: the Open Molecules 2025 dataset
Level of theory: ωB97M-V/def2-TZVPD

```
! wB97M-V def2-TZVPD RIJCOSX def2/J DEFGRID3
* xyz 2 5
Ru -0.10964 -1.80819 0.22601
F 5.20296 -2.75749 -0.31949
C 4.14466 -2.64749 0.47841
C 2.90656 -2.34809 -0.07739
C 1.80546 -2.25979 0.74911
C 1.94056 -2.43119 2.14281
C 3.20186 -2.75459 2.65351
F 3.36806 -2.97649 3.96221
C 4.31056 -2.86169 1.83661
C 0.72806 -2.25609 2.94011
C 0.67896 -2.13819 4.32941
C -0.53684 -1.92839 4.95451
C -1.69024 -1.84219 4.18461
C -1.57194 -1.96259 2.81251
N -0.40254 -2.16179 2.21201
H 2.84636 -2.17509 -1.14329
H 5.28346 -3.07929 2.24951
H 1.57846 -2.20039 4.91581
H -0.58374 -1.82639 6.02651
H -2.65014 -1.66479 4.63741
H -2.43734 -1.89949 2.15931
S 1.30676 -5.79429 -5.87069
N 1.08266 -6.24129 -4.33979
C 0.71106 -5.19239 -3.62729
C 0.36576 -5.17299 -2.23829
C 0.12636 -6.29999 -1.44899
C -0.30764 -6.10759 -0.14859
C -0.46894 -4.82019 0.34991
N -0.23484 -3.72909 -0.38319
C 0.17396 -3.89919 -1.66499
C 0.16516 -2.70359 -2.45679
N -0.01584 -1.57219 -1.77139
C -0.72364 -0.50169 -2.42439
C -0.77684 -0.58259 -3.90789
C -0.27304 -1.62799 -4.58939
C 0.18946 -2.77069 -3.86649
C 0.59356 -4.00329 -4.43319
N 0.89676 -4.25249 -5.70459
H 0.24896 -7.28759 -1.86819
H -0.52754 -6.94959 0.48881
H -0.82134 -4.66469 1.36521
H -0.31354 0.47451 -2.12109
H -1.21364 0.26271 -4.41469
H -0.25824 -1.66189 -5.66699
C 2.98906 7.56881 0.37591
O 1.73116 8.08401 0.76811
C 0.63206 7.37801 0.59261
C 0.57836 6.12731 -0.05879
C -0.58064 5.40841 -0.06929
C -1.75554 5.91151 0.54581
C -1.73844 7.22481 1.06861
C -0.56764 7.92731 1.10581
N -2.88314 5.19081 0.53741
N -3.09694 4.00751 0.34411
C -2.39774 2.91871 0.71021
C -1.51794 2.96151 1.82941
C -0.61944 1.96381 2.06651
C -0.60154 0.82351 1.22321
O 0.37256 0.00761 1.12371
C -1.69164 0.64091 0.29601
N -1.74074 -0.55529 -0.29639
C -2.16534 -0.57649 -1.66519
C -3.09594 0.52281 -2.04279
C -3.27984 1.59961 -1.26019
C -2.51274 1.73391 -0.05439
H 3.72736 8.28061 0.73511
H 3.06326 7.49091 -0.70989
H 3.17056 6.59461 0.83281
H 1.45106 5.73001 -0.55229
H -0.61304 4.44631 -0.55679
H -2.64634 7.63721 1.47891
H -0.52364 8.91511 1.53481
H -1.55194 3.83191 2.46701
H 0.11206 2.04701 2.85551
H -2.58974 -1.55759 -1.91249
H -3.63244 0.40281 -2.97059
H -3.96374 2.38961 -1.52969
*
```

Summary:
Energy relative to the best compared isomer or geometry (same formula, charge and spin) = 122.04 kJ/mol
Highest occupied orbital energy (spin up / spin down) = -12.327 / -13.171 eV


(3)
Formula: C39H24F5N10OW
Source: the Open Molecules 2025 dataset
Level of theory: ωB97M-V/def2-TZVPD

```
! wB97M-V def2-TZVPD RIJCOSX def2/J DEFGRID3
* xyz 1 1
W 0.42726 -0.22923 0.47876
C 6.89685 0.96854 1.58517
C 6.84745 -0.31163 2.15320
C 5.70080 -1.07935 2.07789
C 4.60696 -0.51319 1.43554
C 3.29815 -1.05414 1.15071
N 3.01910 -2.31687 1.37288
C 1.89755 -2.86982 0.98964
C 1.70839 -4.30009 1.06496
C 2.50736 -5.29236 1.62123
C 2.06351 -6.59497 1.49327
C 0.87295 -6.88893 0.81680
C 0.08962 -5.89519 0.25065
C 0.52937 -4.59001 0.39718
C -0.01881 -3.32991 -0.07875
N -1.01420 -3.23248 -0.86065
C -1.45419 -2.05355 -1.32129
N -0.91724 -0.81029 -0.99608
C -1.72893 0.13116 -1.57702
N -1.60581 1.49774 -1.19617
C -0.28971 1.98944 -1.41643
N 0.76408 1.39256 -0.78204
C 1.88517 2.17840 -1.04479
N 3.08801 2.00272 -0.48467
C 3.35975 1.00481 0.26005
N 2.50126 -0.10263 0.54331
C 4.65515 0.75454 0.87408
C 5.80866 1.52024 0.92949
C 1.51504 3.22934 -1.89007
C 2.24566 4.30198 -2.45337
C 1.57164 5.19328 -3.23218
C 0.17176 5.06221 -3.48220
C -0.55730 4.04208 -2.95212
C 0.12035 3.10381 -2.13341
C -2.74448 -0.47175 -2.30738
C -3.81998 0.03513 -3.07733
C -4.66800 -0.86549 -3.64877
C -4.48786 -2.27238 -3.49277
C -3.45786 -2.78232 -2.76136
C -2.56805 -1.87150 -2.14906
N 0.80068 -2.26196 0.39594
H 7.81561 1.53640 1.66131
H 7.72592 -0.69925 2.65124
H 5.64519 -2.07471 2.49790
H 3.42979 -5.04624 2.12965
H 2.64297 -7.40563 1.91560
H 0.56146 -7.92191 0.73293
H -0.82409 -6.12366 -0.28165
H 5.84939 2.50456 0.48200
H 3.30757 4.39658 -2.26923
H 2.10109 6.02322 -3.68149
H -0.31097 5.79653 -4.11379
H -1.61632 3.93967 -3.15280
H -3.95065 1.10207 -3.21472
H -5.50086 -0.51549 -4.24502
H -5.18922 -2.93941 -3.97662
H -3.31161 -3.84870 -2.64643
N -1.00988 0.79863 0.93038
C -1.85800 1.52762 0.21634
N -2.85626 2.20826 0.69695
C -3.26470 2.09162 2.10367
C -4.65982 1.48117 2.13985
O -5.56436 2.24462 1.36914
C -5.17913 2.29218 0.01089
C -3.81324 2.94790 -0.13892
H -3.27777 3.09445 2.53191
H -2.54562 1.47709 2.63739
H -5.03249 1.47017 3.16119
H -4.61678 0.44866 1.76873
H -5.93008 2.87371 -0.51849
H -5.14914 1.28092 -0.41638
H -3.84571 3.97291 0.23168
H -3.46888 2.93875 -1.16742
F 1.42292 -1.35826 3.24540
C 0.49328 -0.52636 2.71565
F -0.71661 -1.05509 3.05422
C 0.66891 0.83907 3.44918
F 1.30505 0.71515 4.60320
F 1.40333 1.66034 2.65846
F -0.50038 1.43449 3.67525
*
```

Summary:
Highest occupied orbital energy = -9.598 eV


(4)
Formula: C39H25AsBrF4OPPtS5
Source: the Open Molecules 2025 dataset
Level of theory: ωB97M-V/def2-TZVPD

```
! wB97M-V def2-TZVPD RIJCOSX def2/J DEFGRID3
* xyz 0 3
Pt -0.21123 0.53805 0.43243
S 4.40774 0.66567 5.94422
C 3.42737 0.80558 4.64905
S 1.89760 1.62101 4.68356
C 1.41063 1.31819 3.03526
C 2.32610 0.58765 2.27001
S 2.13821 0.21951 0.63193
S 3.77142 0.09008 3.10526
S -0.05708 1.92458 2.47124
F -4.77814 5.95192 -1.41311
C -4.23876 4.77073 -1.14235
C -5.03718 3.71451 -0.75859
F -6.35330 3.87261 -0.65817
C -4.45157 2.49124 -0.48799
F -5.29262 1.51144 -0.14137
C -3.07931 2.27033 -0.56097
P -2.39128 0.61078 -0.10824
C -3.43087 0.08726 1.28625
C -3.79265 -1.25064 1.41604
C -4.44450 -1.68907 2.55972
C -4.72625 -0.80086 3.58628
C -4.34452 0.52931 3.47131
C -3.69314 0.97017 2.33056
C -2.85726 -0.41362 -1.54350
C -1.82728 -0.73516 -2.42568
C -2.09403 -1.43708 -3.59250
C -3.39089 -1.83647 -3.87785
C -4.41808 -1.54307 -2.99070
C -4.15620 -0.83451 -1.82861
C -2.29433 3.35231 -0.98279
Br -0.44021 3.26135 -1.29027
C -2.87366 4.58059 -1.25970
F -2.14129 5.61778 -1.65926
H -3.56261 -1.95569 0.62648
H -4.72474 -2.73143 2.64748
H -5.23114 -1.14515 4.47976
H -4.54846 1.22580 4.27452
H -3.38557 2.00782 2.25806
H -0.81342 -0.43321 -2.18732
H -1.28777 -1.67106 -4.27603
H -3.60163 -2.38381 -4.78861
H -5.42988 -1.86351 -3.20506
H -4.96556 -0.60647 -1.15139
O -0.24660 -2.01330 0.43704
As -0.42713 -3.32168 1.42444
C -0.58350 -2.84196 3.27439
C -0.49446 -3.77296 4.30505
C -0.60640 -3.34852 5.62027
C -0.79595 -2.00086 5.90220
C -0.87530 -1.07546 4.87243
C -0.77093 -1.49564 3.55395
C 1.11142 -4.45326 1.23844
C 2.25095 -3.87027 0.69819
C 3.40687 -4.62790 0.56959
C 3.41820 -5.95431 0.97692
C 2.27402 -6.53443 1.50999
C 1.11566 -5.78374 1.64101
C -1.98621 -4.33687 0.93234
C -2.29548 -4.37813 -0.42369
C -3.42397 -5.06288 -0.84782
C -4.24816 -5.68867 0.07851
C -3.94505 -5.63529 1.43116
C -2.81134 -4.95920 1.86108
H -0.31449 -4.82148 4.09541
H -0.53243 -4.06700 6.42634
H -0.87325 -1.67328 6.93124
H -1.01758 -0.02352 5.08557
H -0.83646 -0.78220 2.74094
H 2.22042 -2.83271 0.38473
H 4.29877 -4.17993 0.15089
H 4.32120 -6.54259 0.87537
H 2.28384 -7.57178 1.81859
H 0.21794 -6.24540 2.03796
H -1.66479 -3.85915 -1.13524
H -3.66633 -5.09736 -1.90074
H -5.13296 -6.21584 -0.25496
H -4.59167 -6.11830 2.15264
H -2.58707 -4.90250 2.92002
*
```

Summary:
Highest occupied orbital energy (spin up / spin down) = -6.906 / -7.707 eV


(5)
Formula: C39H26F5MgN2O4PS
Source: the Open Molecules 2025 dataset
Level of theory: ωB97M-V/def2-TZVPD

```
! wB97M-V def2-TZVPD RIJCOSX def2/J DEFGRID3
* xyz 0 1
Mg -0.26570 -0.29619 -0.27814
O -1.91382 -2.66121 -2.93913
S -1.59711 -2.41710 -1.56010
O -2.24345 -1.28736 -0.88009
N -0.08953 -2.12300 -1.23051
C 1.05430 -2.50960 -1.89009
C 1.25228 -3.61326 -2.68114
C 2.51891 -3.86206 -3.25234
C 3.57823 -3.02731 -3.04177
C 3.40636 -1.86920 -2.24379
C 4.43155 -0.92962 -1.99661
C 4.17072 0.18017 -1.24564
C 2.87437 0.36525 -0.72990
N 1.89956 -0.49239 -0.92411
C 2.14770 -1.60790 -1.67292
C -2.08071 -3.85837 -0.64607
C -3.04522 -4.70925 -1.15952
C -3.46834 -5.78908 -0.39486
C -2.92356 -6.00999 0.86211
C -1.94589 -5.15703 1.36210
C -1.52290 -4.07649 0.60638
H 0.42868 -4.28780 -2.87520
H 2.64403 -4.74115 -3.87169
H 4.54647 -3.22786 -3.48263
H 5.41593 -1.09892 -2.41714
H 4.93227 0.92137 -1.04765
H 2.63306 1.24681 -0.14897
H -3.45211 -4.51866 -2.14380
H -4.22230 -6.46061 -0.78476
H -3.25456 -6.85564 1.45173
H -1.51507 -5.33010 2.34115
H -0.76083 -3.40179 0.97386
F -1.76303 5.91853 2.51123
C -1.49869 4.85267 1.74167
C -0.26933 4.22453 1.80795
F 0.67315 4.70057 2.63242
C -0.01107 3.11511 1.02857
F 1.18850 2.50901 1.16118
C -0.93944 2.57666 0.12028
O -0.69145 1.54066 -0.61867
C -2.16594 3.26496 0.06791
F -3.12242 2.81859 -0.76213
C -2.44674 4.36017 0.86325
F -3.64485 4.95141 0.78474
O -0.38533 -0.49881 1.68783
P -1.48464 -0.51714 2.72610
C -3.12034 -0.71347 2.03184
C -3.65451 0.35986 1.31924
C -4.83544 0.20679 0.61618
C -5.48433 -1.02053 0.62026
C -4.95951 -2.09162 1.32939
C -3.77633 -1.94201 2.03596
C -1.19012 -1.88084 3.86245
C -2.03189 -2.10023 4.95138
C -1.79072 -3.16101 5.80796
C -0.70290 -3.99800 5.58605
C 0.14713 -3.77037 4.51412
C -0.09410 -2.70960 3.65088
C -1.46607 0.99361 3.69245
C -2.63126 1.58111 4.17859
C -2.55298 2.73325 4.94817
C -1.31631 3.28823 5.24211
C -0.15221 2.69735 4.76746
C -0.22436 1.55628 3.98740
H -3.13688 1.31119 1.30468
H -5.23180 1.03852 0.04948
H -6.40188 -1.14480 0.05924
H -5.46255 -3.05008 1.32307
H -3.36043 -2.78457 2.57154
H -2.87661 -1.44327 5.12652
H -2.44676 -3.33512 6.65072
H -0.51490 -4.82570 6.25783
H 0.99992 -4.41608 4.34892
H 0.56403 -2.51480 2.81332
H -3.59700 1.15293 3.94087
H -3.45889 3.20212 5.30939
H -1.25813 4.19243 5.83412
H 0.80948 3.14235 4.98383
H 0.67722 1.11048 3.58416
*
```

Summary:
Energy relative to the best compared isomer or geometry (same formula, charge and spin) = 0.00 kJ/mol
Highest occupied orbital energy = -7.812 eV


Values of DFT total energy, in order: -103674.496; -75684.002; -73190.099; -251358.579; -91196.957, all in eV.